1.
DFT (ωB97M-V with the def2-TZVPD basis set) results for C5H11NO2 in the gas phase.

Geometry as XYZ:
```
19
Properties=species:S:1:pos:R:3:forces:R:3:mulliken_charge:R:1
C -1.895888 -1.126196 0.155699 -0.6959 1.2083 0.8001 -0.244
O -3.116571 -0.619152 -0.349685 -1.7216 -0.5111 -1.1400 -0.532
C -0.142730 0.919722 -0.011130 -1.3167 1.0573 -1.5107 -0.605
H 0.478923 -0.948412 -0.890405 0.1236 -0.2488 0.5668 0.168
H -2.169776 -1.729276 1.059965 0.7671 -0.3509 -1.0757 0.188
N 3.125060 0.815397 -0.171062 -4.9320 -1.8928 -1.4732 -0.348
H -1.466602 -1.651048 -0.748052 0.6024 0.3045 1.6845 0.356
H 3.878530 1.024609 0.337746 3.4421 0.8246 2.2300 0.155
C -1.229273 0.154958 0.773623 1.2046 0.1853 3.2593 -0.697
H -2.039152 0.913385 1.178572 1.2249 -1.6206 -1.3952 0.327
O 2.227124 -0.947925 1.106973 -0.3458 1.8973 -0.6265 -0.585
C 2.110652 -0.074244 0.252691 1.4675 -1.1495 -2.0374 0.433
H 2.914364 1.263139 -1.047362 0.4104 0.3182 0.3558 0.211
C 0.920821 0.036622 -0.744794 -0.9814 -0.9933 3.0184 -0.543
H 1.157593 0.238804 -1.754127 0.6608 1.3248 -0.8726 0.452
H -3.587593 -1.344708 -0.823090 0.4924 0.8785 0.5689 0.303
H 0.335213 1.714267 0.640413 -0.5295 -0.9418 -0.7630 0.326
H -0.723176 -0.084897 1.807752 -0.8575 -0.2821 -1.8810 0.324
H -0.777518 1.444956 -0.773727 0.9846 -0.0078 0.2914 0.311
```
Positions in Å, forces in eV/Å.

Values from the calculation:
Energy   -402.30493 a.u.
SMILES   NC(=O)CCCCO
F_max   5.48 eV/Å
LUMO energy   0.8 eV
Relative energy (zero: lowest compared OMol25 entry of this formula, charge and spin)   45.9 kcal/mol
Kohn-Sham gap   10.5 eV


2.
DFT (ωB97M-V with the def2-TZVPD basis set) results for 2 unconnected molecules or ions with the total composition C5H11NO2P.

Geometry as XYZ:
```
20
Properties=species:S:1:pos:R:3:forces:R:3:mulliken_charge:R:1
H 0.231819 1.509273 -1.611620 0.1155 0.0329 -0.0239 0.280
O -2.891740 1.060352 -0.946518 0.2459 -0.2893 -0.7935 -0.662
H 2.277675 2.151202 0.279574 -0.0547 0.0395 0.0313 0.346
H 0.739085 0.105603 1.790766 -0.0011 0.0078 0.0505 0.203
P -2.247366 0.151714 0.030861 -0.0838 -0.2621 0.2928 0.767
H 2.618034 -1.050062 -0.290763 -0.0188 -0.0157 0.0193 0.285
H 1.193698 -1.825829 0.438247 0.1041 0.0453 0.0031 0.319
H 1.957777 1.142485 -1.796283 -0.0468 -0.0226 0.0736 0.336
C 1.384089 1.520015 0.280860 -0.0113 0.0920 -0.1707 -0.427
O -2.266820 0.531817 1.467876 0.4820 -0.4955 0.2914 -0.629
C -2.699161 -1.652579 -0.215956 0.2209 0.7793 0.0898 -0.913
C 1.582913 0.247389 1.115999 -0.0053 -0.1944 -0.0061 -0.530
N 0.781412 -0.411339 -1.036685 -1.2655 -0.2040 -0.1391 -0.503
C 1.069394 0.985711 -1.142895 0.0991 0.3932 -0.0766 -0.708
H 2.506831 0.261888 1.699562 -0.0076 0.0102 0.0610 0.348
H 0.544963 2.104181 0.656039 0.0103 0.0574 0.0477 0.227
H -2.227102 -2.014069 -1.121445 0.0539 -0.0095 -0.1421 0.279
H -2.344106 -2.213960 0.643716 0.0462 0.0117 0.0389 0.247
H -3.786457 -1.730733 -0.295950 0.0397 0.0819 0.0105 0.347
C 1.575062 -0.873052 0.054622 0.0771 -0.0581 0.3421 -0.613
```
Positions in Å, forces in eV/Å.

Values from the calculation:
Energy   -743.72841 a.u.
F_max   1.29 eV/Å
LUMO energy (spin up / spin down)   3.8 / 3.5 eV
Relative energy (zero: lowest compared OMol25 entry of this formula, charge and spin)   32.6 kcal/mol
Kohn-Sham gap (spin up / spin down)   7.8 / 5.6 eV
Charge   -1


3.
DFT (ωB97M-V with the def2-TZVPD basis set) results for C5H11NO2S2 in the gas phase.

Geometry as XYZ:
```
21
Properties=species:S:1:pos:R:3:forces:R:3:mulliken_charge:R:1
H 0.282367 -0.103922 -0.901386 1.3475 -0.7294 0.1346 0.389
H 2.915735 1.385276 1.560405 -1.1981 -0.1957 -1.9012 0.330
C 0.657166 -0.938039 -0.251107 -1.9394 2.9303 2.4117 0.112
H -2.534243 1.513373 1.579169 0.1403 -0.3373 0.7240 0.333
S -2.067370 -0.361748 0.103902 2.0369 -0.2246 -0.9676 1.072
H -2.650991 1.866269 -1.362206 0.2808 -0.0303 -1.4485 0.305
H -3.106648 3.134100 -0.154798 0.0487 0.9098 0.3912 0.298
S 2.354378 -0.690389 0.434290 -1.8498 0.8277 -0.1672 -0.072
O -1.927747 -0.466450 -1.350202 0.3221 0.4447 1.7196 -0.628
O -3.102232 -1.132344 0.699184 -0.1756 -0.7554 0.9480 -0.668
H 1.126956 1.294405 1.272815 1.2989 -0.1863 -1.3393 0.218
H -0.517205 -2.471654 -1.032606 -1.5614 -0.3826 -0.3138 0.419
C -2.657156 2.200387 -0.367297 -0.3943 -1.2344 0.3622 -0.609
H 2.301186 1.596802 -0.235317 -0.2767 0.4267 0.5912 0.244
C 2.125737 1.125905 0.735663 0.7433 -0.5808 2.4906 -0.717
H 0.999937 -3.047013 -0.357415 -0.2529 0.4650 -0.4510 0.365
H -0.585247 -1.206807 1.688355 -0.0028 -0.5612 0.0217 0.259
H 0.945978 -2.066071 -1.885789 0.0365 -0.5913 -0.1141 0.313
C -2.403222 1.280958 0.546663 -0.0985 1.1607 -0.2190 -0.215
C 0.488619 -2.224962 -0.907612 1.9676 -1.2699 -0.0633 -1.321
N -0.487807 -0.590062 0.896753 -0.4731 -0.0857 -2.8099 -0.426
```
Positions in Å, forces in eV/Å.

Values from the calculation:
Energy   -1198.63057 a.u.
SMILES   C=CS(=O)(=O)N[C@H](C)SC
F_max   4.26 eV/Å
LUMO energy   0.7 eV
Relative energy (zero: lowest compared OMol25 entry of this formula, charge and spin)   46.9 kcal/mol
Kohn-Sham gap   9.9 eV


4.
DFT (ωB97M-V with the def2-TZVPD basis set) results for 2 unconnected molecules or ions with the total composition C5H11NO3.

Geometry as XYZ:
```
20
Properties=species:S:1:pos:R:3:forces:R:3:mulliken_charge:R:1
H -2.021206 -1.720705 3.307381 0.2081 0.1097 -0.3534 0.346
C 1.805243 -0.670326 -1.668827 0.0738 -0.3235 -0.1364 -0.919
H 0.908623 3.454003 0.123222 -0.0408 -0.5506 0.0651 0.293
O -0.511207 -1.130475 2.042702 -0.6671 -0.1452 0.0541 -0.482
C 0.793673 2.380403 0.348542 -0.0755 0.4907 0.1978 -0.960
H -1.929856 -0.177846 -0.016257 -0.1101 -0.4250 0.2007 0.175
H -0.278827 2.162683 0.486222 0.4035 0.0146 -0.0097 0.238
H 0.865653 -0.164326 0.198662 0.2876 0.2238 -0.5371 0.251
H 1.643153 -1.713655 -1.349777 0.0625 0.4701 -0.0954 0.348
O 1.871733 2.082223 -1.793367 -0.3137 -0.2628 0.5981 -0.644
C -1.646116 -1.452005 2.300022 0.0511 0.0155 -0.0161 0.181
H 2.886062 -0.513526 -1.823227 -0.4321 -0.0287 0.0017 0.285
H -3.196705 -1.327995 -0.546877 0.3733 0.0091 0.4726 0.253
C 1.368853 1.573234 -0.796007 0.2582 -0.0312 -0.4826 0.667
C -2.290546 -1.216455 0.072033 -0.0936 0.1533 -0.9540 -0.446
O -2.655616 -1.542405 1.418292 0.6010 0.1162 0.1519 -0.292
N 1.292143 0.221574 -0.647337 -0.3261 -0.0633 0.5301 -0.097
H -1.512286 -1.893555 -0.318427 -0.2745 0.2369 0.3284 0.237
H 1.321243 2.160453 1.291892 -0.2397 0.0076 -0.3485 0.293
H 1.285993 -0.511306 -2.628876 0.2540 -0.0172 0.3327 0.274
```
Positions in Å, forces in eV/Å.

Values from the calculation:
Energy   -477.60307 a.u.
SMILES   CNC(C)=O.COC=O
F_max   0.97 eV/Å
LUMO energy   0.6 eV
Relative energy (zero: lowest compared OMol25 entry of this formula, charge and spin)   14.1 kcal/mol
Kohn-Sham gap   10.1 eV